1.
86
Properties=species:S:1:pos:R:3 method="wB97M-V/def2-TZVPD" gap_ev="8.260 / 8.406" energy_ev=-89198.904 homo_energy_ev="-7.7 / -8.0" largest_force_ev_per_a=2.30 charge=0 spin_multiplicity=3
O -1.5298 -2.1562 -2.8042
O 0.9305 1.5373 -6.3038
C -0.5003 -3.0704 -3.2177
C -0.9543 -4.5016 -3.0167
H 0.4009 -2.8517 -2.6143
H -0.2426 -2.9213 -4.2868
H -1.2577 -4.6890 -1.9841
H -0.1078 -5.1532 -3.2521
H -1.8008 -4.7385 -3.6714
C -1.6756 -0.9902 -3.6235
C -1.4362 -1.0903 -5.1184
H -1.0061 -0.2103 -3.2186
H -2.7055 -0.6508 -3.4430
H -0.3677 -1.0001 -5.3359
H -1.9411 -0.2613 -5.6266
H -1.8215 -2.0273 -5.5322
C 0.5239 2.6653 -5.5382
C 2.3479 1.3644 -6.3007
C -0.9395 2.9478 -5.7954
H 1.1244 3.5577 -5.8016
H 0.6715 2.4513 -4.4619
H -1.1337 3.1684 -6.8495
H -1.2416 3.8203 -5.2156
H -1.5428 2.0850 -5.4988
C 2.7578 0.5779 -7.5333
H 2.6334 0.8006 -5.3875
H 2.8887 2.3341 -6.2950
H 2.1586 -0.3347 -7.6135
H 3.8166 0.3139 -7.4592
H 2.6216 1.1687 -8.4471
H 2.4998 0.3284 -1.0063
Ni -1.4001 -1.1008 0.0042
C 3.0719 0.2414 -1.9108
Si 4.5952 1.3093 -1.7012
H 3.3813 -0.7966 -2.1036
H 2.4983 0.5959 -2.7794
C 6.0537 0.5435 -2.5892
C 4.7255 1.3128 0.1645
C 4.1228 3.0598 -2.1814
C -3.1442 -1.6292 -0.5111
Si -3.9062 0.0793 -0.4409
H -3.4674 -2.2859 0.3410
H -3.3299 -2.1551 -1.4704
C -5.6308 -0.0520 -1.2061
C -2.9372 1.3478 -1.4186
C -4.0848 0.6373 1.3352
H 3.5221 3.0519 -3.0989
H 4.9634 3.7427 -2.3422
H 3.5052 3.4994 -1.3879
H 6.0923 -0.5341 -2.3729
H 7.0131 0.9727 -2.2769
H 5.9880 0.6553 -3.6786
H 4.9858 0.3045 0.5072
H 3.7461 1.5921 0.5825
H 5.4761 2.0190 0.5351
H -2.3021 0.9030 -2.1921
H -2.3108 1.9475 -0.7514
H -3.6577 2.0103 -1.9148
H -4.9585 1.2981 1.4246
H -3.1915 1.1820 1.6697
H -4.2413 -0.2249 1.9963
H -6.2450 0.7877 -0.8449
H -6.1167 -0.9939 -0.9069
H -5.5806 -0.0043 -2.3056
C 1.0129 -1.9759 1.1270
N -0.3721 -2.0511 1.6313
C -0.7464 -3.4505 1.9011
C -0.5736 -1.2333 2.8654
C -0.3886 0.1936 2.4663
C -0.0031 1.1696 3.3991
C 0.3279 2.4394 2.9267
C 0.2432 2.7222 1.5591
C -0.2276 1.7458 0.6528
C -0.5818 0.5001 1.1264
H 1.0596 -2.5696 0.2013
H 1.7426 -2.3634 1.8582
H 1.2788 -0.9439 0.8721
H -0.1899 -3.8341 2.7816
H -1.8255 -3.4970 2.1166
H -0.5197 -4.0686 1.0189
H -1.5984 -1.4199 3.2204
H 0.1075 -1.5652 3.6684
H 0.0307 0.8969 4.4550
H 0.6947 3.1912 3.6284
H 0.5432 3.6960 1.1841
H -0.3311 1.9734 -0.4062



2.
48
Properties=species:S:1:pos:R:3 method="wB97M-V/def2-TZVPD" gap_ev=9.577 de_lowest_ev=1.246 energy_ev=-40591.456 homo_energy_ev=-9.0 largest_force_ev_per_a=0.65 charge=0 smiles="CC(C)CCOC(=O)[C@@H]1[C@H]2C(=O)N(Cc3cccs3)C[C@]23C=C[C@H]1O3"
C -3.5822 -3.3387 0.9937
C -3.2099 -2.5717 -0.2743
C -1.7008 -2.3509 -0.3399
C -3.9990 -1.2599 -0.3966
C -3.6565 -0.1811 0.6303
O -2.4059 0.4543 0.3520
C -2.4084 1.4095 -0.5760
O -3.3990 1.8159 -1.1261
C -1.0331 1.9771 -0.8393
C 0.1655 1.1828 -0.3241
C 1.2500 0.7968 -1.3189
O 1.1034 0.2242 -2.3737
N 2.4343 1.1841 -0.7923
C 3.7056 0.8946 -1.4172
C 4.4520 -0.1505 -0.6537
C 4.2325 -1.4932 -0.6506
C 5.0822 -2.1907 0.2373
C 5.9305 -1.3670 0.9018
S 5.7100 0.2798 0.4601
C 2.3592 1.8762 0.4784
C 0.8941 2.2419 0.5608
C 0.0560 2.3761 1.8079
C -1.0265 3.0335 1.4085
C -0.8050 3.3306 -0.0604
O 0.5972 3.4499 -0.1332
H -3.0940 -4.3104 0.9985
H -4.6572 -3.4961 1.0475
H -3.2667 -2.8016 1.8850
H -3.5012 -3.1864 -1.1341
H -1.4287 -1.7742 -1.2210
H -1.1847 -3.3076 -0.3855
H -1.3544 -1.8199 0.5433
H -5.0636 -1.4818 -0.2995
H -3.8402 -0.8345 -1.3896
H -3.5511 -0.5934 1.6342
H -4.4398 0.5840 0.6251
H -0.9495 2.1820 -1.9091
H -0.1330 0.2956 0.2345
H 3.4746 0.5321 -2.4235
H 4.2945 1.8150 -1.4837
H 3.4898 -1.9643 -1.2691
H 5.0622 -3.2575 0.3696
H 6.6794 -1.6196 1.6256
H 2.9910 2.7680 0.4658
H 2.6621 1.2258 1.3077
H 0.2911 1.9385 2.7571
H -1.9135 3.2920 1.9511
H -1.3136 4.1905 -0.4843



Please write out number 1 again, unchanged.
86
Properties=species:S:1:pos:R:3 method="wB97M-V/def2-TZVPD" gap_ev="8.260 / 8.406" energy_ev=-89198.904 homo_energy_ev="-7.7 / -8.0" largest_force_ev_per_a=2.30 charge=0 spin_multiplicity=3
O -1.5298 -2.1562 -2.8042
O 0.9305 1.5373 -6.3038
C -0.5003 -3.0704 -3.2177
C -0.9543 -4.5016 -3.0167
H 0.4009 -2.8517 -2.6143
H -0.2426 -2.9213 -4.2868
H -1.2577 -4.6890 -1.9841
H -0.1078 -5.1532 -3.2521
H -1.8008 -4.7385 -3.6714
C -1.6756 -0.9902 -3.6235
C -1.4362 -1.0903 -5.1184
H -1.0061 -0.2103 -3.2186
H -2.7055 -0.6508 -3.4430
H -0.3677 -1.0001 -5.3359
H -1.9411 -0.2613 -5.6266
H -1.8215 -2.0273 -5.5322
C 0.5239 2.6653 -5.5382
C 2.3479 1.3644 -6.3007
C -0.9395 2.9478 -5.7954
H 1.1244 3.5577 -5.8016
H 0.6715 2.4513 -4.4619
H -1.1337 3.1684 -6.8495
H -1.2416 3.8203 -5.2156
H -1.5428 2.0850 -5.4988
C 2.7578 0.5779 -7.5333
H 2.6334 0.8006 -5.3875
H 2.8887 2.3341 -6.2950
H 2.1586 -0.3347 -7.6135
H 3.8166 0.3139 -7.4592
H 2.6216 1.1687 -8.4471
H 2.4998 0.3284 -1.0063
Ni -1.4001 -1.1008 0.0042
C 3.0719 0.2414 -1.9108
Si 4.5952 1.3093 -1.7012
H 3.3813 -0.7966 -2.1036
H 2.4983 0.5959 -2.7794
C 6.0537 0.5435 -2.5892
C 4.7255 1.3128 0.1645
C 4.1228 3.0598 -2.1814
C -3.1442 -1.6292 -0.5111
Si -3.9062 0.0793 -0.4409
H -3.4674 -2.2859 0.3410
H -3.3299 -2.1551 -1.4704
C -5.6308 -0.0520 -1.2061
C -2.9372 1.3478 -1.4186
C -4.0848 0.6373 1.3352
H 3.5221 3.0519 -3.0989
H 4.9634 3.7427 -2.3422
H 3.5052 3.4994 -1.3879
H 6.0923 -0.5341 -2.3729
H 7.0131 0.9727 -2.2769
H 5.9880 0.6553 -3.6786
H 4.9858 0.3045 0.5072
H 3.7461 1.5921 0.5825
H 5.4761 2.0190 0.5351
H -2.3021 0.9030 -2.1921
H -2.3108 1.9475 -0.7514
H -3.6577 2.0103 -1.9148
H -4.9585 1.2981 1.4246
H -3.1915 1.1820 1.6697
H -4.2413 -0.2249 1.9963
H -6.2450 0.7877 -0.8449
H -6.1167 -0.9939 -0.9069
H -5.5806 -0.0043 -2.3056
C 1.0129 -1.9759 1.1270
N -0.3721 -2.0511 1.6313
C -0.7464 -3.4505 1.9011
C -0.5736 -1.2333 2.8654
C -0.3886 0.1936 2.4663
C -0.0031 1.1696 3.3991
C 0.3279 2.4394 2.9267
C 0.2432 2.7222 1.5591
C -0.2276 1.7458 0.6528
C -0.5818 0.5001 1.1264
H 1.0596 -2.5696 0.2013
H 1.7426 -2.3634 1.8582
H 1.2788 -0.9439 0.8721
H -0.1899 -3.8341 2.7816
H -1.8255 -3.4970 2.1166
H -0.5197 -4.0686 1.0189
H -1.5984 -1.4199 3.2204
H 0.1075 -1.5652 3.6684
H 0.0307 0.8969 4.4550
H 0.6947 3.1912 3.6284
H 0.5432 3.6960 1.1841
H -0.3311 1.9734 -0.4062



What did the first record say?
86
Properties=species:S:1:pos:R:3 method="wB97M-V/def2-TZVPD" gap_ev="8.260 / 8.406" energy_ev=-89198.904 homo_energy_ev="-7.7 / -8.0" largest_force_ev_per_a=2.30 charge=0 spin_multiplicity=3
O -1.5298 -2.1562 -2.8042
O 0.9305 1.5373 -6.3038
C -0.5003 -3.0704 -3.2177
C -0.9543 -4.5016 -3.0167
H 0.4009 -2.8517 -2.6143
H -0.2426 -2.9213 -4.2868
H -1.2577 -4.6890 -1.9841
H -0.1078 -5.1532 -3.2521
H -1.8008 -4.7385 -3.6714
C -1.6756 -0.9902 -3.6235
C -1.4362 -1.0903 -5.1184
H -1.0061 -0.2103 -3.2186
H -2.7055 -0.6508 -3.4430
H -0.3677 -1.0001 -5.3359
H -1.9411 -0.2613 -5.6266
H -1.8215 -2.0273 -5.5322
C 0.5239 2.6653 -5.5382
C 2.3479 1.3644 -6.3007
C -0.9395 2.9478 -5.7954
H 1.1244 3.5577 -5.8016
H 0.6715 2.4513 -4.4619
H -1.1337 3.1684 -6.8495
H -1.2416 3.8203 -5.2156
H -1.5428 2.0850 -5.4988
C 2.7578 0.5779 -7.5333
H 2.6334 0.8006 -5.3875
H 2.8887 2.3341 -6.2950
H 2.1586 -0.3347 -7.6135
H 3.8166 0.3139 -7.4592
H 2.6216 1.1687 -8.4471
H 2.4998 0.3284 -1.0063
Ni -1.4001 -1.1008 0.0042
C 3.0719 0.2414 -1.9108
Si 4.5952 1.3093 -1.7012
H 3.3813 -0.7966 -2.1036
H 2.4983 0.5959 -2.7794
C 6.0537 0.5435 -2.5892
C 4.7255 1.3128 0.1645
C 4.1228 3.0598 -2.1814
C -3.1442 -1.6292 -0.5111
Si -3.9062 0.0793 -0.4409
H -3.4674 -2.2859 0.3410
H -3.3299 -2.1551 -1.4704
C -5.6308 -0.0520 -1.2061
C -2.9372 1.3478 -1.4186
C -4.0848 0.6373 1.3352
H 3.5221 3.0519 -3.0989
H 4.9634 3.7427 -2.3422
H 3.5052 3.4994 -1.3879
H 6.0923 -0.5341 -2.3729
H 7.0131 0.9727 -2.2769
H 5.9880 0.6553 -3.6786
H 4.9858 0.3045 0.5072
H 3.7461 1.5921 0.5825
H 5.4761 2.0190 0.5351
H -2.3021 0.9030 -2.1921
H -2.3108 1.9475 -0.7514
H -3.6577 2.0103 -1.9148
H -4.9585 1.2981 1.4246
H -3.1915 1.1820 1.6697
H -4.2413 -0.2249 1.9963
H -6.2450 0.7877 -0.8449
H -6.1167 -0.9939 -0.9069
H -5.5806 -0.0043 -2.3056
C 1.0129 -1.9759 1.1270
N -0.3721 -2.0511 1.6313
C -0.7464 -3.4505 1.9011
C -0.5736 -1.2333 2.8654
C -0.3886 0.1936 2.4663
C -0.0031 1.1696 3.3991
C 0.3279 2.4394 2.9267
C 0.2432 2.7222 1.5591
C -0.2276 1.7458 0.6528
C -0.5818 0.5001 1.1264
H 1.0596 -2.5696 0.2013
H 1.7426 -2.3634 1.8582
H 1.2788 -0.9439 0.8721
H -0.1899 -3.8341 2.7816
H -1.8255 -3.4970 2.1166
H -0.5197 -4.0686 1.0189
H -1.5984 -1.4199 3.2204
H 0.1075 -1.5652 3.6684
H 0.0307 0.8969 4.4550
H 0.6947 3.1912 3.6284
H 0.5432 3.6960 1.1841
H -0.3311 1.9734 -0.4062



Repeat the second record exactly.
48
Properties=species:S:1:pos:R:3 method="wB97M-V/def2-TZVPD" gap_ev=9.577 de_lowest_ev=1.246 energy_ev=-40591.456 homo_energy_ev=-9.0 largest_force_ev_per_a=0.65 charge=0 smiles="CC(C)CCOC(=O)[C@@H]1[C@H]2C(=O)N(Cc3cccs3)C[C@]23C=C[C@H]1O3"
C -3.5822 -3.3387 0.9937
C -3.2099 -2.5717 -0.2743
C -1.7008 -2.3509 -0.3399
C -3.9990 -1.2599 -0.3966
C -3.6565 -0.1811 0.6303
O -2.4059 0.4543 0.3520
C -2.4084 1.4095 -0.5760
O -3.3990 1.8159 -1.1261
C -1.0331 1.9771 -0.8393
C 0.1655 1.1828 -0.3241
C 1.2500 0.7968 -1.3189
O 1.1034 0.2242 -2.3737
N 2.4343 1.1841 -0.7923
C 3.7056 0.8946 -1.4172
C 4.4520 -0.1505 -0.6537
C 4.2325 -1.4932 -0.6506
C 5.0822 -2.1907 0.2373
C 5.9305 -1.3670 0.9018
S 5.7100 0.2798 0.4601
C 2.3592 1.8762 0.4784
C 0.8941 2.2419 0.5608
C 0.0560 2.3761 1.8079
C -1.0265 3.0335 1.4085
C -0.8050 3.3306 -0.0604
O 0.5972 3.4499 -0.1332
H -3.0940 -4.3104 0.9985
H -4.6572 -3.4961 1.0475
H -3.2667 -2.8016 1.8850
H -3.5012 -3.1864 -1.1341
H -1.4287 -1.7742 -1.2210
H -1.1847 -3.3076 -0.3855
H -1.3544 -1.8199 0.5433
H -5.0636 -1.4818 -0.2995
H -3.8402 -0.8345 -1.3896
H -3.5511 -0.5934 1.6342
H -4.4398 0.5840 0.6251
H -0.9495 2.1820 -1.9091
H -0.1330 0.2956 0.2345
H 3.4746 0.5321 -2.4235
H 4.2945 1.8150 -1.4837
H 3.4898 -1.9643 -1.2691
H 5.0622 -3.2575 0.3696
H 6.6794 -1.6196 1.6256
H 2.9910 2.7680 0.4658
H 2.6621 1.2258 1.3077
H 0.2911 1.9385 2.7571
H -1.9135 3.2920 1.9511
H -1.3136 4.1905 -0.4843



Look up the charge of the second one.
0